Entry from the Open Molecules 2025 dataset: a single C32H35N3O5 molecule at a distorted geometry (wB97M-V/def2-TZVPD).

## Properties
Relative energy (zero: lowest compared OMol25 entry of this formula, charge and spin): 0.452 eV
Multiplicity: 1
SMILES: CCOC(=O)[C@H](C(=O)c1ccc([N+](=O)[O-])cc1)C(c1ccc(N2CCCC2)cc1)c1ccc(N2CCCC2)cc1
Largest force on an atom: 0.056 Eh/bohr
Frontier orbital gap: 6.75 eV
LUMO level: -0.64 eV

Atoms and positions in Å:
C  -7.04  -1.16  4.63
C  -7.07  -1.60  3.16
C  -5.66  -1.29  2.57
N  -5.08  -0.36  3.52
C  -3.89  0.29  3.31
C  -3.62  1.53  3.98
C  -2.45  2.21  3.69
C  -1.44  1.54  2.99
C  -0.09  2.11  2.71
C  1.08  1.31  3.24
C  1.08  0.18  4.14
C  2.31  -0.40  4.48
C  3.49  -0.10  3.73
N  4.64  -0.83  3.82
C  4.97  -1.78  4.86
C  6.43  -2.25  4.55
C  6.72  -1.80  3.11
C  5.71  -0.67  2.82
C  3.49  1.05  2.90
C  2.32  1.79  2.81
C  -1.66  0.31  2.36
C  -2.92  -0.28  2.44
C  -5.81  -0.22  4.77
H  -7.97  -0.66  4.92
H  -6.89  -2.00  5.29
H  -7.30  -2.66  3.04
H  -7.83  -1.05  2.60
H  -5.04  -2.23  2.48
H  -5.72  -0.90  1.54
H  -4.38  1.95  4.66
H  -2.30  3.22  4.06
H  0.07  3.14  3.15
H  0.11  -0.19  4.51
H  2.36  -1.17  5.28
H  4.89  -1.32  5.89
H  4.26  -2.64  4.88
H  7.10  -1.75  5.25
H  6.54  -3.34  4.68
H  7.74  -1.42  2.98
H  6.58  -2.62  2.39
H  5.32  -0.73  1.77
H  6.20  0.34  2.91
H  4.39  1.42  2.37
H  2.37  2.75  2.29
H  -0.82  -0.15  1.81
H  -3.13  -1.20  1.86
H  -6.13  0.83  4.94
H  -5.18  -0.50  5.66
C  -4.48  2.38  -0.96
C  -3.00  2.08  -1.17
O  -2.32  2.16  0.15
C  -0.96  2.13  0.06
C  -0.27  2.90  1.14
C  0.98  3.58  0.66
O  1.46  4.54  1.28
C  1.77  3.06  -0.52
C  1.58  3.68  -1.77
C  2.42  3.44  -2.86
C  3.52  2.58  -2.72
N  4.23  2.14  -3.90
O  5.17  1.34  -3.76
O  3.82  2.57  -5.00
C  3.80  2.05  -1.45
C  2.92  2.27  -0.40
O  -0.42  1.38  -0.74
H  -5.11  2.12  -1.84
H  -4.87  1.85  -0.09
H  -4.60  3.45  -0.74
H  -2.82  1.08  -1.55
H  -2.45  2.81  -1.78
H  -0.97  3.64  1.59
H  0.70  4.32  -1.91
H  2.26  3.88  -3.84
H  4.67  1.40  -1.36
H  3.12  1.77  0.56